DFT (ωB97M-V/def2-TZVPD) results for a structure of composition C27H53BrNO2S.

The geometry in ORCA input format:
```
! RIJCOSX wB97M-V def2-TZVPD def2/J DEFGRID3
* xyz 1 1
C 0.809 -1.807 3.296
C -0.536 -1.539 3.990
C -1.671 -1.268 2.987
C -1.828 0.235 2.668
C -3.085 0.773 3.389
C -1.877 0.541 1.171
C -3.223 0.155 0.501
C -3.350 -1.326 0.086
C -4.689 -1.945 0.558
C -5.491 -2.566 -0.573
C -4.801 -3.762 -1.192
O -4.771 -4.772 -0.212
C -4.032 -5.914 -0.597
C -4.528 -6.603 -1.853
N -1.728 1.989 0.886
C -0.552 2.488 0.698
C -0.345 3.905 0.373
C 1.126 4.357 0.413
C 1.379 5.508 -0.567
C 2.905 5.660 -0.826
C 3.389 4.805 -2.013
C 4.647 3.955 -1.715
C 4.720 2.744 -2.656
C 4.177 1.461 -2.041
C 4.947 1.107 -0.750
C 5.357 -0.364 -0.663
C 4.214 -1.324 -0.954
O 4.391 -1.934 -2.220
C 3.460 -2.990 -2.427
S 0.635 1.238 0.876
C -0.662 -0.034 0.430
Br -0.785 0.083 -1.512
H 1.425 -0.913 3.232
H 0.691 -2.226 2.300
H 1.397 -2.524 3.856
H -0.398 -0.689 4.650
H -0.776 -2.432 4.547
H -1.462 -1.886 2.123
H -2.569 -1.678 3.428
H -0.992 0.742 3.138
H -3.826 0.001 3.537
H -2.825 1.148 4.372
H -3.521 1.589 2.823
H -3.254 0.740 -0.413
H -4.053 0.499 1.103
H -2.513 -1.930 0.405
H -3.365 -1.363 -0.996
H -5.326 -1.212 1.043
H -4.462 -2.710 1.294
H -6.401 -2.958 -0.125
H -5.786 -1.837 -1.322
H -3.807 -3.518 -1.582
H -5.419 -4.075 -2.035
H -2.961 -5.705 -0.671
H -4.137 -6.620 0.219
H -4.305 -6.055 -2.761
H -4.009 -7.551 -1.940
H -5.592 -6.801 -1.779
H -2.576 2.538 0.802
H -0.674 4.006 -0.662
H -1.005 4.531 0.967
H 1.393 4.699 1.405
H 1.765 3.536 0.099
H 0.894 5.303 -1.515
H 1.044 6.435 -0.115
H 3.174 6.706 -0.915
H 3.408 5.279 0.060
H 3.628 5.443 -2.856
H 2.610 4.105 -2.311
H 4.675 3.690 -0.664
H 5.504 4.585 -1.935
H 4.141 2.998 -3.541
H 5.733 2.572 -3.003
H 4.248 0.633 -2.740
H 3.132 1.646 -1.794
H 4.349 1.356 0.125
H 5.835 1.726 -0.688
H 5.681 -0.550 0.356
H 6.184 -0.528 -1.340
H 3.279 -0.750 -0.983
H 4.174 -2.098 -0.189
H 2.607 -2.897 -1.757
H 3.944 -3.932 -2.177
H 3.119 -2.990 -3.454
H -0.219 -0.930 0.830
*
```

The HOMO-LUMO gap comes out at 7.9 eV. The HOMO energy comes out at -0.4254 Ha.

Löwdin atomic charge list, values in e, 4 entries: -0.095, -0.213, -0.161, -0.287

DFT (ωB97M-V/def2-TZVPD) results for a structure of composition C27H53FNaO14.

The geometry in ORCA input format:
```
! RIJCOSX wB97M-V def2-TZVPD def2/J DEFGRID3
* xyz 1 1
Na -0.137 0.380 -0.785
C -8.277 -1.341 -2.696
C -8.260 -0.809 -1.243
O -6.991 -0.229 -1.244
C -6.190 -0.859 -2.109
O -4.950 -0.751 -2.275
O -6.927 -1.670 -2.838
F -8.354 -1.863 -0.465
H -8.507 -0.518 -3.373
H -8.975 -2.130 -2.976
H -9.010 -0.085 -0.926
C -3.552 4.828 -0.704
C -2.258 5.569 -0.237
O -1.156 4.628 -0.271
C 0.129 5.189 -0.493
C 0.468 6.137 0.658
H -4.352 5.564 -0.786
H -3.379 4.391 -1.688
H -3.825 4.016 -0.031
H -2.237 6.399 -0.943
H -2.358 5.836 0.815
H 0.911 4.433 -0.415
H 0.177 5.676 -1.467
H 1.513 6.425 0.544
H 0.326 5.694 1.644
H -0.096 7.068 0.610
O 4.368 -0.983 -1.689
C 5.531 -0.666 -1.541
O 6.456 -1.345 -0.835
C 6.193 -2.521 -0.213
C 6.569 -3.565 -1.253
C 6.059 0.601 -2.120
H 5.126 -2.712 -0.107
H 6.730 -2.551 0.735
H 7.634 -3.537 -1.480
H 6.153 -3.376 -2.242
H 6.294 -4.543 -0.857
H 6.002 1.394 -1.375
H 5.613 0.832 -3.088
H 7.079 0.419 -2.458
O 0.491 0.820 -5.562
C 0.133 0.517 -6.732
O 0.864 0.010 -7.702
C 2.270 -0.239 -7.575
C 2.628 -1.669 -7.024
C -1.316 0.691 -7.201
H 2.606 0.374 -6.739
H 2.926 0.022 -8.406
H 1.956 -1.931 -6.206
H 3.633 -1.689 -6.603
H 2.615 -2.406 -7.827
H -1.777 1.451 -6.571
H -1.852 -0.258 -7.189
H -1.248 1.011 -8.241
O -2.479 0.782 3.183
C -3.321 0.803 4.091
O -3.229 1.543 5.139
C -2.283 2.540 5.238
C -1.479 2.357 6.532
C -4.581 -0.086 4.062
H -2.798 3.499 5.275
H -1.582 2.493 4.404
H -0.689 3.086 6.709
H -1.035 1.365 6.449
H -2.255 2.336 7.297
H -4.506 -0.835 4.851
H -4.737 -0.615 3.122
H -5.421 0.545 4.352
O -0.751 -4.164 0.217
C -1.294 -5.243 -0.072
O -1.691 -6.194 0.849
C -1.486 -6.104 2.272
C -1.985 -7.380 2.874
C -1.830 -5.637 -1.468
H -2.141 -5.273 2.535
H -0.454 -5.939 2.580
H -3.027 -7.618 2.662
H -1.841 -7.316 3.952
H -1.398 -8.222 2.508
H -1.488 -5.021 -2.299
H -2.920 -5.624 -1.477
H -1.523 -6.666 -1.655
O 2.913 1.037 2.921
C 3.604 0.631 3.879
O 4.334 1.306 4.741
C 4.489 2.718 4.608
C 5.600 3.117 3.643
C 3.486 -0.808 4.317
H 4.637 3.100 5.618
H 3.586 3.156 4.181
H 5.230 3.203 2.621
H 6.451 2.442 3.735
H 6.029 4.076 3.934
H 4.464 -1.287 4.324
H 2.803 -1.437 3.745
H 3.128 -0.796 5.347
*
```

The HOMO-LUMO gap comes out at 8.0 eV. The HOMO energy comes out at -0.4292 Ha.

Löwdin atomic charge list, values in e, 4 entries: 0.916, -0.054, -0.326, 0.143

DFT (ωB97M-V/def2-TZVPD) results for a structure of composition C27H53MgN8O3Si.

The geometry in ORCA input format:
```
! RIJCOSX wB97M-V def2-TZVPD def2/J DEFGRID3
* xyz 1 1
Mg 0.227 0.082 -0.288
C 1.543 -2.803 0.048
O 1.736 -1.403 -0.021
C 3.005 -0.997 0.449
C 2.997 0.511 0.653
O 1.717 0.895 1.140
C 1.676 2.248 1.568
C 0.689 2.373 2.703
O -0.618 2.162 2.223
C -1.580 2.318 3.242
H 2.502 -3.321 -0.018
H 0.927 -3.098 -0.797
H 1.042 -3.059 0.983
H 3.775 -1.270 -0.283
H 3.222 -1.513 1.391
H 3.199 1.042 -0.285
H 3.768 0.772 1.393
H 1.405 2.895 0.729
H 2.667 2.540 1.933
H 0.781 3.383 3.133
H 0.927 1.637 3.487
H -1.593 3.349 3.618
H -1.377 1.644 4.081
H -2.553 2.082 2.817
C -2.487 2.759 0.076
C -1.278 2.970 -0.782
C -1.085 4.170 -1.436
C 0.039 4.311 -2.247
C 0.896 3.259 -2.423
C 0.631 2.032 -1.773
N -0.429 1.951 -0.916
N 1.316 0.895 -1.891
Si 2.448 0.576 -3.155
C 1.758 0.979 -4.871
C 2.870 -1.270 -3.124
C 4.084 1.515 -2.973
H -3.383 3.067 -0.462
H -2.419 3.355 0.983
H -2.583 1.710 0.353
H -1.792 4.975 -1.316
H 0.228 5.249 -2.747
H 1.764 3.351 -3.053
H 1.046 0.230 -5.200
H 2.567 0.994 -5.596
H 1.263 1.945 -4.914
H 2.141 -1.839 -2.560
H 3.851 -1.449 -2.694
H 2.898 -1.666 -4.134
H 3.956 2.594 -2.951
H 4.729 1.284 -3.817
H 4.627 1.233 -2.073
C -3.540 -0.498 4.210
N -2.138 -0.795 4.410
C -1.642 -0.436 5.730
C -0.148 -0.668 5.598
N 0.052 -0.441 4.185
C 1.314 -0.791 3.612
C -1.107 -0.698 3.479
N -1.063 -0.804 2.205
C -2.230 -1.086 1.412
C -1.931 -2.058 0.273
N -1.254 -1.368 -0.806
C -1.179 -1.897 -1.984
N -1.401 -3.175 -2.427
C -2.112 -4.278 -1.812
C -1.313 -3.228 -3.880
C -0.520 -1.967 -4.193
N -0.742 -1.116 -3.032
C -1.463 0.121 -3.274
H -4.026 -0.570 5.183
H -4.033 -1.215 3.561
H -3.704 0.513 3.825
H -2.106 -1.061 6.494
H -1.864 0.615 5.959
H 0.131 -1.693 5.883
H 0.444 0.030 6.195
H 2.100 -0.183 4.059
H 1.250 -0.586 2.549
H 1.556 -1.851 3.776
H -2.578 -0.150 0.959
H -3.069 -1.507 1.971
H -2.891 -2.462 -0.061
H -1.326 -2.883 0.663
H -1.712 -4.534 -0.838
H -1.978 -5.143 -2.460
H -3.183 -4.081 -1.732
H -2.312 -3.239 -4.331
H -0.787 -4.134 -4.186
H -0.853 -1.466 -5.102
H 0.544 -2.190 -4.291
H -0.807 0.833 -3.767
H -1.778 0.545 -2.324
H -2.343 -0.056 -3.902
*
```

The HOMO-LUMO gap comes out at 7.9 eV. The HOMO energy comes out at -0.3504 Ha.

Löwdin atomic charge list, values in e, 4 entries: 0.682, -0.054, -0.272, -0.157

DFT (ωB97M-V/def2-TZVPD) results for a structure of composition C27H53N2NiOPS5.

The geometry in ORCA input format:
```
! RIJCOSX wB97M-V def2-TZVPD def2/J DEFGRID3
* xyz 2 3
Ni 2.714 -0.614 0.190
C 5.420 0.308 -1.053
C 4.663 0.263 -2.332
S 2.804 0.474 -2.058
C 2.190 -0.972 -3.032
C 1.371 -2.015 -2.227
S 2.382 -2.683 -0.923
C 1.253 -3.355 0.392
C 2.002 -3.357 1.723
S 2.605 -1.785 2.379
C 4.374 -2.088 2.440
C 5.354 -1.147 1.639
S 5.026 -1.207 -0.191
H 5.216 1.202 -0.403
H 6.493 0.395 -1.287
H 4.748 -0.699 -2.759
H 4.977 0.971 -3.100
H 3.043 -1.420 -3.493
H 1.560 -0.578 -3.806
H 1.075 -2.812 -2.883
H 0.479 -1.548 -1.769
H 0.984 -4.370 0.155
H 0.354 -2.686 0.370
H 2.847 -3.999 1.628
H 1.344 -3.850 2.463
H 4.545 -3.105 2.148
H 4.634 -2.015 3.510
H 6.346 -1.563 1.822
H 5.301 -0.102 1.986
N 3.236 2.384 3.842
C 2.678 1.872 2.763
N 1.376 1.563 2.775
S 3.649 1.582 1.340
H 2.689 2.585 4.678
H 4.170 2.734 3.763
H 0.745 1.795 3.547
H 0.986 1.000 2.072
O 0.354 -0.055 0.100
P -1.072 0.347 -0.251
C -2.214 -0.456 0.933
C -3.669 0.029 0.863
C -4.537 -0.579 2.040
C -3.947 -1.933 2.376
C -2.592 -1.821 3.053
C -1.720 -0.607 2.395
C -1.582 -0.273 -1.902
C -1.812 -1.826 -2.064
C -3.292 -2.304 -2.039
C -4.236 -1.462 -2.967
C -3.478 -0.300 -3.606
C -2.769 0.548 -2.556
C -1.346 2.123 -0.420
C -0.460 2.712 -1.580
C 0.571 3.720 -1.052
C -0.134 4.935 -0.446
C -1.183 4.507 0.584
C -1.212 2.986 0.897
H -2.222 -1.449 0.469
H -4.153 -0.265 -0.072
H -3.816 1.114 0.878
H -5.562 -0.699 1.770
H -4.494 0.111 2.890
H -3.868 -2.567 1.510
H -4.697 -2.414 2.985
H -2.053 -2.712 2.809
H -2.654 -1.650 4.107
H -0.704 -0.931 2.459
H -1.821 0.314 2.928
H -0.697 -0.018 -2.428
H -1.281 -2.391 -1.296
H -1.352 -2.098 -3.020
H -3.663 -2.234 -1.016
H -3.305 -3.348 -2.403
H -5.003 -1.075 -2.322
H -4.631 -2.100 -3.771
H -4.139 0.401 -4.163
H -2.773 -0.672 -4.334
H -3.475 0.826 -1.802
H -2.327 1.460 -2.979
H -2.444 2.219 -0.663
H -1.098 3.205 -2.299
H 0.111 1.952 -2.141
H 1.167 4.083 -1.902
H 1.261 3.221 -0.326
H -0.643 5.463 -1.237
H 0.586 5.682 -0.033
H -2.184 4.731 0.293
H -0.981 4.960 1.521
H -2.062 2.773 1.504
H -0.323 2.665 1.421
*
```

For the relative energy (zero: lowest compared OMol25 entry of this formula, charge and spin), the calculation gives 0.0 kcal per mole. The HOMO-LUMO gap (alpha / beta) comes out at 9.7 / 8.6 eV. The HOMO energy (alpha / beta) comes out at -0.5173 / -0.5278 Ha.

Löwdin atomic charge list, values in e, 4 entries: 0.028, -0.537, -0.442, 0.913

DFT (ωB97M-V/def2-TZVPD) results for a cluster of 3 separate species, C27H53N2O10PS in total.

The geometry in ORCA input format:
```
! RIJCOSX wB97M-V def2-TZVPD def2/J DEFGRID3
* xyz 0 3
C 4.251 -4.788 0.728
C 2.922 -3.846 0.599
O 2.392 -4.036 -0.739
C 3.376 -2.325 0.836
C 2.192 -1.334 1.275
C 2.761 0.081 1.763
C 3.615 0.894 0.665
C 5.177 0.875 1.079
O 3.432 0.454 -0.700
O 1.778 -1.941 2.566
C 0.448 -2.495 2.499
O -0.298 -2.846 3.427
O 0.092 -2.606 1.089
C 0.771 -1.423 0.555
O -0.031 -0.364 1.183
P 0.590 -1.014 -1.292
O -0.860 -1.797 -1.823
O 1.872 -1.552 -2.268
S 0.261 0.910 -1.499
H 4.838 -4.572 1.694
H 4.915 -4.570 -0.176
H 3.893 -5.885 0.732
H 2.207 -4.247 1.411
H 3.026 -3.647 -1.383
H 3.993 -1.955 -0.058
H 4.116 -2.347 1.727
H 1.979 0.790 2.191
H 3.490 -0.151 2.631
H 3.288 1.999 0.731
H 5.547 -0.195 0.886
H 5.333 1.130 2.186
H 5.822 1.603 0.480
H 4.291 0.066 -1.006
H -0.924 -0.494 0.784
H -0.719 -2.770 -1.881
H 2.096 -0.826 -2.909
C -0.471 0.249 -7.732
C -0.460 1.196 -6.501
C -0.993 2.594 -6.890
C 0.008 3.466 -7.644
C 1.347 3.512 -6.915
C 1.912 2.107 -6.631
N 0.924 1.229 -5.934
O 0.835 1.648 -4.642
C 2.366 1.463 -7.964
C 3.233 2.247 -5.832
C -1.496 0.569 -5.530
H 0.341 -0.482 -7.687
H -1.392 -0.339 -7.788
H -0.400 0.789 -8.679
H -1.293 3.139 -5.986
H -1.898 2.493 -7.498
H 0.139 3.100 -8.667
H -0.390 4.482 -7.735
H 2.059 4.093 -7.511
H 1.218 4.064 -5.977
H 2.728 0.444 -7.805
H 3.186 2.034 -8.410
H 1.588 1.429 -8.723
H 3.102 2.794 -4.895
H 3.978 2.804 -6.409
H 3.661 1.267 -5.601
H -1.175 -0.420 -5.189
H -2.466 0.452 -6.022
H -1.677 1.193 -4.649
C -4.195 1.170 7.992
C -4.801 0.808 6.608
C -5.413 -0.611 6.640
C -4.392 -1.743 6.555
C -3.435 -1.525 5.388
C -2.754 -0.144 5.434
N -3.742 0.970 5.565
O -4.361 1.119 4.362
C -1.744 -0.115 6.606
C -1.856 0.017 4.181
C -5.977 1.807 6.437
H -3.330 1.832 7.894
H -4.907 1.709 8.624
H -3.894 0.288 8.563
H -6.112 -0.730 5.803
H -6.007 -0.742 7.552
H -3.839 -1.831 7.495
H -4.916 -2.696 6.421
H -2.680 -2.319 5.391
H -3.989 -1.642 4.450
H -1.277 0.870 6.697
H -0.942 -0.841 6.443
H -2.179 -0.372 7.569
H -2.411 -0.096 3.248
H -1.074 -0.748 4.164
H -1.361 0.992 4.172
H -5.618 2.839 6.383
H -6.667 1.739 7.283
H -6.574 1.602 5.543
*
```

The HOMO-LUMO gap (alpha / beta) comes out at 8.8 / 8.5 eV. The HOMO energy (alpha / beta) comes out at -0.3146 / -0.3152 Ha.

Löwdin atomic charge list, values in e, 4 entries: -0.063, -0.362, -0.082, -0.052

| no. | maximum force (eV/A) |
| --- | --- |
| 1 | 2.1 |
| 2 | 4.8 |
| 3 | 0.6 |
| 4 | 2.7 |
| 5 | 5.4 |